(1)
Computed, not measured: an isolated ion of composition C3H8NSe and charge +1, with ωB97M-V/def2-TZVPD.

Last column: Löwdin charge in e.
Element x y z (Å)
C (-0.385, 0.873, 0.081)  -0.23
C (-1.255, 0.039, -0.870)  -0.51
Se (0.000, -1.127, -1.826)  0.94
C (1.263, -0.871, 0.123)  -0.15
N (0.358, -0.039, 1.039)  0.03
H (0.514, 1.415, -0.367)  0.15
H (-0.891, 1.484, 0.833)  0.14
H (-2.058, -0.380, -0.344)  0.04
H (-1.812, 0.758, -1.687)  0.15
H (2.143, -0.383, -0.410)  0.10
H (1.565, -1.788, 0.439)  0.03
H (0.887, 0.609, 1.521)  0.14
H (-0.327, -0.591, 1.469)  0.16

Calculated values
- energy above the lowest of the compared OMol25 structures with the same formula, charge and spin (kcal/mol) = 28.9
- energy (hartree) = -2574.9496
- SMILES = C1C[Se]C[NH2+]1
- charge = +1
- 2S+1 = 1
- frontier orbital gap (hartree) = 0.3227

=====

(2)
Computed, not measured: a 2-piece molecular cluster, CH4SSi overall, with ωB97M-V/def2-TZVPD.

Last column: Löwdin charge in e.
Element x y z (Å)
C (2.086, 0.091, 0.808)  -0.78
Si (-0.379, 0.384, -0.064)  0.68
S (3.238, 0.021, -0.286)  0.52
H (2.062, 0.004, 1.956)  -0.01
H (-1.106, 0.325, 1.152)  -0.16
H (-0.537, -0.765, -0.899)  -0.15
H (-0.532, 1.721, -0.777)  -0.11

Calculated values
- energy above the lowest of the compared OMol25 structures with the same formula, charge and spin (kcal/mol) = 66.6
- energy (hartree) = -728.0438
- 2S+1 = 1
- frontier orbital gap (hartree) = 0.2776

=====

(3)
Computed, not measured: C36H99AsF6N9O9 as an isolated structure, with ωB97M-V/def2-TZVPD.

Last column: Löwdin charge in e.
Element x y z (Å)
As (0.125, -0.222, -0.134)  0.95
F (0.229, -1.596, -1.262)  -0.35
F (1.467, -0.794, 0.958)  -0.39
F (-0.001, 1.196, 1.035)  -0.39
F (-1.139, 0.488, -1.171)  -0.35
F (-1.176, -1.099, 0.838)  -0.37
F (1.284, 0.697, -1.190)  -0.36
C (3.205, 4.070, 0.034)  -0.02
C (3.961, 2.668, 0.252)  -0.39
C (3.558, 1.979, 1.532)  -0.18
O (3.765, 2.907, 2.644)  -0.20
C (5.112, 2.782, 3.079)  -0.12
N (3.657, 1.805, -0.880)  0.05
H (3.577, 4.625, -0.828)  0.05
H (3.304, 4.727, 0.898)  0.06
H (2.172, 3.824, -0.209)  0.06
H (5.022, 2.916, 0.254)  0.11
H (4.040, 1.011, 1.669)  0.09
H (2.493, 1.749, 1.489)  0.11
H (5.267, 1.742, 3.367)  0.08
H (5.250, 3.516, 3.873)  0.08
H (5.775, 3.002, 2.242)  0.07
H (4.079, 0.916, -0.650)  0.05
H (2.670, 1.593, -0.850)  0.02
C (-4.362, -2.087, 1.288)  -0.07
C (-3.786, -2.516, -0.024)  -0.43
C (-2.852, -3.720, 0.161)  -0.21
O (-3.592, -4.734, 0.815)  -0.21
C (-2.971, -6.041, 0.874)  -0.08
N (-4.880, -2.918, -0.961)  0.05
H (-4.721, -1.065, 1.170)  0.07
H (-3.506, -1.964, 1.952)  0.06
H (-5.106, -2.784, 1.673)  0.08
H (-3.238, -1.711, -0.514)  0.11
H (-2.082, -3.364, 0.845)  0.09
H (-2.463, -4.059, -0.800)  0.13
H (-3.541, -6.774, 1.445)  0.07
H (-2.026, -5.983, 1.414)  0.06
H (-2.843, -6.474, -0.118)  0.08
H (-4.703, -3.908, -0.870)  0.04
H (-5.760, -2.758, -0.491)  0.04
C (5.197, -1.570, 0.804)  -0.04
C (4.531, -2.428, 1.928)  -0.38
C (5.503, -3.280, 2.885)  -0.17
O (6.323, -4.194, 2.170)  -0.22
C (5.583, -5.269, 1.516)  -0.08
N (3.665, -1.584, 2.737)  0.04
H (5.921, -0.862, 1.207)  0.07
H (4.497, -0.997, 0.197)  0.06
H (5.819, -2.180, 0.148)  0.07
H (3.838, -3.075, 1.389)  0.10
H (5.008, -3.941, 3.596)  0.10
H (6.147, -2.669, 3.518)  0.11
H (6.266, -5.768, 0.828)  0.08
H (4.765, -4.933, 0.878)  0.07
H (5.107, -5.914, 2.255)  0.08
H (2.935, -1.207, 2.150)  0.02
H (3.193, -2.243, 3.339)  0.05
C (-4.144, 1.607, -1.746)  -0.06
C (-5.471, 1.344, -2.424)  -0.45
C (-5.344, 1.475, -3.945)  -0.22
O (-4.493, 0.491, -4.522)  -0.17
C (-4.393, 0.715, -5.925)  -0.11
N (-5.801, -0.031, -2.245)  0.05
H (-3.408, 0.807, -1.828)  0.07
H (-4.233, 1.655, -0.661)  0.08
H (-3.774, 2.567, -2.105)  0.07
H (-6.215, 2.059, -2.075)  0.13
H (-4.974, 2.438, -4.295)  0.11
H (-6.350, 1.418, -4.362)  0.11
H (-4.034, 1.727, -6.113)  0.08
H (-5.316, 0.525, -6.473)  0.08
H (-3.695, 0.097, -6.489)  0.06
H (-6.674, -0.177, -2.731)  0.07
H (-6.147, -0.167, -1.306)  0.07
C (0.805, -6.307, 3.228)  -0.07
C (1.082, -4.817, 3.169)  -0.42
C (0.907, -4.097, 1.842)  -0.25
O (1.711, -4.698, 0.917)  -0.20
C (1.625, -4.149, -0.386)  -0.09
N (0.329, -4.175, 4.255)  0.04
H (0.950, -6.849, 4.162)  0.07
H (1.448, -6.867, 2.549)  0.07
H (-0.215, -6.450, 2.872)  0.06
H (2.152, -4.714, 3.350)  0.12
H (1.218, -3.053, 1.880)  0.09
H (-0.132, -3.953, 1.548)  0.11
H (2.007, -3.131, -0.304)  0.07
H (0.584, -4.060, -0.698)  0.08
H (2.216, -4.741, -1.084)  0.08
H (0.416, -3.172, 4.166)  -0.01
H (-0.668, -4.287, 4.144)  0.06
C (-0.412, 4.356, 1.523)  -0.05
C (-0.766, 5.602, 2.323)  -0.44
C (-0.111, 6.876, 1.852)  -0.16
O (1.290, 6.897, 2.334)  -0.19
C (2.039, 7.994, 1.914)  -0.15
N (-2.203, 5.837, 2.452)  0.02
H (-0.846, 4.373, 0.524)  0.08
H (-0.720, 3.437, 2.023)  0.06
H (0.658, 4.208, 1.384)  0.06
H (-0.480, 5.350, 3.344)  0.14
H (-0.624, 7.684, 2.374)  0.11
H (-0.253, 7.046, 0.785)  0.13
H (2.170, 7.965, 0.832)  0.08
H (3.004, 7.934, 2.417)  0.08
H (1.608, 8.950, 2.211)  0.07
H (-2.666, 6.040, 1.577)  0.06
H (-2.667, 5.033, 2.849)  0.07
C (-0.110, -0.821, -4.381)  -0.06
C (-1.632, -1.093, -4.332)  -0.42
C (-2.022, -1.924, -5.572)  -0.22
O (-3.428, -2.160, -5.715)  -0.19
C (-3.739, -2.562, -7.070)  -0.12
N (-1.998, -1.793, -3.103)  0.08
H (0.115, -0.084, -5.152)  0.07
H (0.384, -1.767, -4.601)  0.08
H (0.204, -0.343, -3.453)  0.05
H (-2.174, -0.153, -4.436)  0.11
H (-1.434, -2.842, -5.566)  0.12
H (-1.635, -1.335, -6.404)  0.11
H (-4.821, -2.601, -7.189)  0.08
H (-3.347, -3.561, -7.260)  0.08
H (-3.475, -1.797, -7.800)  0.07
H (-1.546, -1.400, -2.289)  0.01
H (-1.509, -2.671, -3.209)  0.06
C (2.454, 4.650, -5.077)  -0.08
C (2.563, 4.174, -3.599)  -0.43
C (1.523, 3.040, -3.313)  -0.21
O (0.257, 3.455, -3.698)  -0.20
C (-0.883, 2.670, -3.320)  -0.07
N (3.900, 3.744, -3.352)  0.02
H (2.818, 4.019, -5.887)  0.06
H (3.057, 5.554, -5.165)  0.05
H (1.470, 4.873, -5.489)  0.06
H (2.396, 5.044, -2.963)  0.12
H (1.626, 2.782, -2.260)  0.09
H (1.802, 2.159, -3.891)  0.13
H (-1.141, 2.929, -2.293)  0.08
H (-0.589, 1.639, -3.516)  0.06
H (-1.755, 2.744, -3.969)  0.07
H (3.943, 3.194, -2.507)  0.02
H (4.462, 4.559, -3.153)  0.06
C (-0.362, 0.858, 4.198)  -0.05
C (-0.324, -0.614, 4.620)  -0.43
C (-1.748, -1.206, 4.748)  -0.12
O (-2.595, -0.355, 5.592)  -0.20
C (-2.260, -0.308, 6.932)  -0.16
N (0.498, -1.365, 3.701)  0.05
H (-0.950, 1.032, 3.296)  0.07
H (0.588, 1.308, 3.914)  0.08
H (-0.821, 1.377, 5.040)  0.06
H (0.174, -0.704, 5.586)  0.12
H (-1.571, -2.117, 5.319)  0.11
H (-2.184, -1.269, 3.751)  0.12
H (-2.459, -1.251, 7.440)  0.08
H (-2.893, 0.386, 7.484)  0.08
H (-1.209, -0.058, 7.077)  0.08
H (0.390, -0.997, 2.767)  0.04
H (1.431, -1.180, 4.039)  0.07

Calculated values
- energy (hartree) = -5435.8363
- ⟨S²⟩ = 0.752
- charge = -2
- 2S+1 = 2
- frontier orbital gap (spin up / spin down) (hartree) = 0.1152 / 0.2872